A.
The following is a quantum chemistry calculation of a 2-piece molecular cluster, C4H10N3O overall, from OMol25.

```
18
Properties=species:S:1:pos:R:3:lowdin_charge:R:1
O 0.618 1.831 0.181 0.08
N 2.990 -0.218 -0.242 0.07
N 4.084 -0.128 -0.240 0.10
N -1.107 0.189 -0.120 -0.02
C 0.537 -0.712 1.586 -0.02
C 0.223 0.757 -0.532 -0.29
C 0.147 -0.558 0.146 -0.23
C -2.124 -0.281 -1.048 0.02
H -1.656 -0.662 -1.953 0.11
H 0.548 0.249 2.091 0.09
H -2.704 -1.082 -0.589 0.11
H 1.535 -1.137 1.644 0.08
H 0.715 2.634 -0.347 0.14
H -2.795 0.535 -1.313 0.11
H -1.490 0.634 0.716 0.20
H 0.360 0.782 -1.610 0.18
H -0.145 -1.389 2.096 0.10
H 0.262 -1.444 -0.467 0.16
```

## Properties
* charge: +1
* spin multiplicity: 1
* HOMO: -15.698 eV
* E_LUMO: -2.93 eV

***

B.
The following is a quantum chemistry calculation of an isolated ion of composition C4H10N3O and charge +1, from OMol25.

```
18
Properties=species:S:1:pos:R:3:lowdin_charge:R:1
O 2.533 -0.582 0.020 0.07
N -1.640 -0.970 0.143 0.21
N 1.902 0.449 0.100 0.02
N 0.219 -2.171 -0.150 0.18
C 0.515 0.499 0.164 -0.45
C 0.137 1.000 -1.243 -0.03
C -0.357 -1.008 0.119 -0.25
C 0.034 1.492 1.263 0.00
H -0.968 1.383 1.679 0.08
H -2.357 -1.652 -0.067 0.16
H -1.952 0.010 0.140 0.13
H 0.607 1.959 -1.483 0.11
H 0.527 1.235 2.273 0.13
H 0.219 2.493 0.759 0.12
H -0.137 -3.186 -0.025 0.19
H -1.001 1.038 -1.435 0.13
H 1.254 -2.240 -0.285 0.13
H 0.464 0.252 -1.971 0.10
```

## Properties
* charge: +1
* spin multiplicity: 1
* HOMO: -13.652 eV
* SMILES: CC(C)(N=O)C(N)=[NH2+]
* E_LUMO: -4.45 eV

***

Quick one: most stable of them? A

***

A.
The following is a quantum chemistry calculation of H2N2O3S2 as an isolated structure, from OMol25.

```
9
Properties=species:S:1:pos:R:3:lowdin_charge:R:1
S -4.994 0.848 -1.190 0.22
S 14.610 -0.379 -0.676 -0.54
O -4.178 1.620 1.521 -0.11
O -3.947 -1.916 -0.121 -0.12
O -4.510 -0.528 1.426 -0.20
N -4.339 -1.718 1.029 -0.19
N -3.819 0.769 0.813 -0.24
H -4.014 0.398 -1.919 -0.35
H 15.191 0.906 -0.883 -0.46
```

## Properties
* charge: -2
* spin multiplicity: 1
* HOMO: -1.521 eV
* E_LUMO: 4.80 eV

***

B.
The following is a quantum chemistry calculation of a 3-piece molecular cluster, H2N2O3S2 overall, from OMol25.

```
9
Properties=species:S:1:pos:R:3:lowdin_charge:R:1
S 5.914 3.445 -0.588 -0.32
S -12.668 -10.212 4.898 -0.46
O 3.912 3.845 -3.420 0.00
O 2.611 2.392 -2.586 -0.13
O 1.597 2.358 -0.553 -0.01
N 3.195 3.689 -2.465 -0.01
N 1.811 1.788 -1.633 -0.03
H 6.768 3.614 0.427 -0.50
H -13.140 -10.918 5.919 -0.54
```

## Properties
* charge: -2
* spin multiplicity: 1
* HOMO (spin up / spin down): -1.619 / -1.619 eV
* E_LUMO (spin up / spin down): 2.66 / 2.66 eV

***

Quick one: most stable of them? A

***

A.
The following is a quantum chemistry calculation of C3H6N4 as an isolated structure, from OMol25.

```
13
Properties=species:S:1:pos:R:3:lowdin_charge:R:1
N 0.478 -0.693 -0.262 0.06
N 2.744 -0.291 0.187 0.13
N 1.067 1.444 0.110 0.10
N -0.685 0.176 -0.539 -0.24
C -1.723 -0.439 0.290 -0.15
C -0.212 1.437 -0.176 -0.19
C 1.631 0.185 -0.193 -0.46
H -2.680 0.072 -0.331 0.11
H 2.838 -1.227 -0.119 0.02
H -1.627 -1.926 0.440 0.19
H 0.334 -1.352 -0.947 0.08
H -0.685 2.596 -0.029 0.19
H -1.479 0.019 1.569 0.15
```

## Properties
* spin multiplicity: 1
* HOMO: -8.821 eV
* E_LUMO: 0.13 eV

***

B.
The following is a quantum chemistry calculation of one molecule with the formula C3H6N4, from OMol25.

```
13
Properties=species:S:1:pos:R:3:lowdin_charge:R:1
N 0.942 -1.708 -0.120 0.22
N 0.133 1.988 0.760 0.10
N 0.371 -0.027 1.976 0.11
N -0.993 -1.719 -1.642 0.15
C 0.574 -0.074 -0.388 -0.11
C 0.320 0.620 0.874 -0.52
C -0.093 -1.320 -0.724 -0.50
H -1.626 -1.022 -2.000 0.10
H 1.045 0.496 -1.186 0.12
H 0.098 0.522 2.789 0.04
H 0.162 2.529 1.612 0.09
H -1.066 -2.713 -1.804 0.11
H 0.133 2.429 -0.147 0.08
```

## Properties
* spin multiplicity: 1
* HOMO: -8.871 eV
* SMILES: [H]/N=C(\N)[C@H]1N=C1N
* E_LUMO: 0.75 eV

***

C.
The following is a quantum chemistry calculation of one molecule with the formula C3H6N4, from OMol25.

```
13
Properties=species:S:1:pos:R:3:lowdin_charge:R:1
N -1.097 -1.549 0.850 0.04
N 0.867 -2.649 0.451 0.23
N -0.208 -2.466 0.810 -0.17
N 0.714 -0.433 -0.028 0.00
C -0.503 -0.382 0.320 -0.43
C -1.455 0.758 0.126 -0.02
C 1.499 0.645 -0.556 -0.12
H 1.354 0.770 -1.639 0.09
H -1.636 0.914 -0.939 0.09
H -1.050 1.690 0.530 0.08
H 1.345 1.641 -0.130 0.07
H -2.401 0.572 0.631 0.07
H 2.572 0.489 -0.426 0.07
```

## Properties
* spin multiplicity: 1
* HOMO: -9.454 eV
* E_LUMO: 0.27 eV

***

D.
The following is a quantum chemistry calculation of one molecule with the formula C3H6N4, from OMol25.

```
13
Properties=species:S:1:pos:R:3:lowdin_charge:R:1
N -0.905 -0.385 -0.604 0.03
N -3.016 -1.197 -1.267 0.07
N 3.024 1.443 0.801 0.09
N 1.074 0.573 -0.016 0.06
C 0.079 -0.067 0.322 -0.26
C -2.067 -1.169 -0.417 -0.29
C 1.947 0.850 1.054 -0.35
H -2.778 -0.737 -2.180 0.06
H 1.489 0.551 2.017 0.11
H 3.536 1.609 1.726 0.07
H -2.175 -1.628 0.561 0.11
H -0.737 -0.160 -1.613 0.16
H -0.330 -0.351 1.336 0.15
```

## Properties
* spin multiplicity: 1
* HOMO: -9.434 eV
* SMILES: [H]/N=C\N/C=N/C=N/[H]
* E_LUMO: 0.85 eV

***

Quick one: most stable of them? D

***

A.
The following is a quantum chemistry calculation of C3H6N4 as an isolated structure, from OMol25.

```
13
Properties=species:S:1:pos:R:3:lowdin_charge:R:1
N -1.859 -1.308 0.262 0.18
N -0.098 -0.637 0.187 0.05
N 2.065 -0.616 0.104 0.05
N -0.594 1.782 0.044 0.11
C 1.044 -1.355 0.297 -0.28
C 0.214 0.706 0.085 -0.38
C 1.566 0.629 -0.002 -0.16
H 2.177 1.427 -0.043 0.06
H 1.042 -2.470 0.147 0.13
H -2.274 -0.556 -0.349 0.05
H -1.511 1.736 -0.264 0.05
H -0.127 2.722 -0.179 0.15
H -1.646 -2.061 -0.287 -0.02
```

## Properties
* spin multiplicity: 1
* HOMO: -7.629 eV
* E_LUMO: -0.27 eV

***

B.
The following is a quantum chemistry calculation of one molecule with the formula C3H6N4, from OMol25.

```
13
Properties=species:S:1:pos:R:3:lowdin_charge:R:1
N -0.850 0.645 -0.196 0.00
N -0.754 -0.619 -0.240 -0.36
N -2.057 -1.129 -0.520 0.08
N 0.275 -1.384 -0.293 0.08
C 1.311 1.261 0.545 -0.02
C 0.023 1.588 0.341 -0.16
C 1.460 -0.385 0.318 -0.07
H 2.115 1.725 0.900 0.03
H 2.331 -0.645 -0.413 0.11
H -0.607 2.411 0.445 0.08
H -2.582 -0.587 -1.204 0.08
H -2.101 -2.110 -0.950 0.12
H 1.435 -0.769 1.268 0.04
```

## Properties
* spin multiplicity: 1
* HOMO (spin up / spin down): -7.823 / -7.823 eV
* E_LUMO (spin up / spin down): 0.41 / 0.41 eV

***

C.
The following is a quantum chemistry calculation of one molecule with the formula C3H6N4, from OMol25.

```
13
Properties=species:S:1:pos:R:3:lowdin_charge:R:1
N -1.648 0.796 0.660 -0.03
N -0.732 0.235 0.004 -0.18
N 0.113 0.742 1.933 0.08
N -1.265 1.132 1.812 0.00
C 0.384 0.103 0.849 -0.36
C -1.066 -0.287 -1.268 -0.02
C 1.700 -0.348 0.296 -0.02
H -1.807 -1.038 -1.060 0.08
H 1.869 0.252 -0.591 0.07
H -0.091 -0.595 -1.753 0.11
H -1.680 0.430 -1.807 0.09
H 1.747 -1.428 -0.009 0.10
H 2.475 0.006 0.934 0.07
```

## Properties
* spin multiplicity: 1
* HOMO: -10.400 eV
* SMILES: Cc1nnnn1C
* E_LUMO: 0.65 eV

***

Quick one: most stable of them? C